Below is C16H32O32S8 as an isolated structure, with properties calculated with ωB97M-V with the def2-TZVPD basis set.

- frontier orbital gap (eV) = 10.764
- M (g/mol) = 992.94

ORCA input file:
```
! RIJCOSX wB97M-V def2-TZVPD def2/J DEFGRID3
* xyz 0 1
O -1.487 3.166 2.421
C -5.594 -0.291 -1.126
O -2.301 -0.589 0.089
O 5.901 -0.875 -3.693
H 3.808 -2.483 -1.729
O 4.269 0.044 -5.333
S -0.205 -4.018 -2.505
S -3.043 -0.118 -0.993
O -2.398 -4.671 2.166
C -0.643 -2.156 -4.011
H 1.337 -1.496 -4.026
H -2.689 -6.387 1.092
H 4.260 2.895 4.648
H 5.984 -2.830 -2.736
H -6.194 -0.622 -0.257
C 4.546 3.114 3.595
S -3.659 -3.748 2.307
O -3.818 -3.445 0.726
C -1.029 3.048 -0.587
C -1.840 4.537 2.492
O -1.293 -3.106 -3.130
O 2.326 -0.162 0.768
H -0.436 -2.757 -4.917
H -0.114 3.407 -0.086
O -0.517 -4.222 -1.149
C 0.303 -2.465 1.253
H 0.353 -1.623 3.346
C -5.228 1.150 -1.004
H -1.407 -1.439 -4.188
H 0.327 2.426 -2.234
H 4.290 2.259 1.608
O -1.994 4.138 -0.488
C 0.601 -1.776 -3.287
O -4.843 -4.387 2.856
H -1.406 2.152 -2.558
O -3.353 4.578 -2.611
S 0.937 -0.156 0.562
H -5.208 1.722 -1.926
H -1.312 -1.609 2.499
C 4.213 -1.677 -2.333
H 6.379 -1.284 -1.797
C -3.410 -4.592 0.006
H -2.672 4.490 4.342
C -0.727 2.798 -2.042
H -4.251 -5.255 -0.126
S -2.088 4.888 -1.941
H 4.047 -0.751 -1.863
O -2.306 0.127 -2.191
O 3.740 -1.836 -3.670
O 7.473 1.253 2.767
C -2.388 -5.372 0.918
H 3.107 1.740 2.858
H 1.223 -3.038 1.548
H 0.375 -1.000 -2.565
O 5.019 0.957 2.979
H -2.959 -4.331 -0.974
S 6.407 1.524 3.629
C -1.757 4.877 3.998
O -0.576 1.739 4.159
H -5.707 1.635 -0.161
O -3.240 -2.482 2.902
O -3.854 1.171 -0.578
O 0.943 3.114 2.828
C -0.227 -1.523 2.428
O 0.080 -5.149 -3.288
O -1.808 6.268 -1.689
O -4.351 -0.992 -1.251
H -6.255 -0.464 -1.983
S -0.324 2.914 3.415
O 0.355 0.786 -0.310
O 0.203 -0.134 1.924
O -0.588 4.135 4.393
O 6.492 1.020 4.937
H -2.775 4.655 1.968
C 4.126 2.033 2.653
H -1.115 5.161 1.938
H -1.355 2.104 -0.134
H -1.402 -5.360 0.471
O 0.566 -1.578 0.065
O -0.818 4.185 -2.583
O 1.017 -2.954 -2.573
C 5.758 -1.783 -2.552
H 4.310 4.159 3.316
S 4.770 -1.139 -4.721
O 5.169 -2.117 -5.705
H -1.618 5.943 4.221
H -0.466 -3.132 0.986
O 6.041 3.062 3.529
*
```

Here are the Löwdin charges for atoms 1 to 2, given in e: O -0.175; C -0.146